[1]
Below is a structure of composition C12H15N3, with properties calculated with ωB97M-V/def2-TZVPD.

**Frontier orbital gap**: 8.4 eV
**Energy relative to the best compared isomer or geometry (same formula, charge and spin)**: 279.56 kcal/mol

```
30
Properties=species:S:1:pos:R:3:mulliken_charge:R:1
N -0.179 0.013 0.092 0.673
N 3.760 -1.646 0.040 -0.592
N -1.274 -0.734 -0.022 -0.095
C 2.178 0.270 0.176 -0.710
C -1.469 -1.865 0.951 -0.442
C 1.152 -1.846 -0.654 -0.746
C 1.032 -0.563 -0.040 1.163
C 2.578 -2.241 -0.514 -0.246
C -0.250 1.068 1.056 -1.051
C -2.772 -2.289 0.449 -0.649
C -2.419 -0.469 -0.971 -0.188
C 3.457 -0.189 0.076 -0.946
C -0.668 2.665 0.477 -0.488
C 0.215 2.756 -0.942 -0.894
C -3.370 -1.392 -0.592 -0.190
H -0.111 -2.532 1.498 0.348
H 2.907 -3.364 -0.818 0.282
H 2.073 1.202 0.556 0.464
H -1.896 2.792 0.081 0.187
H 1.049 3.549 -0.444 0.193
H -2.506 0.714 -1.633 0.224
H -0.710 0.703 2.084 0.292
H -3.412 -2.886 0.969 0.470
H 0.401 -2.539 -0.649 0.645
H 0.690 1.168 1.710 0.470
H 4.370 0.151 -0.021 0.581
H 0.674 1.889 -1.273 0.359
H -4.544 -1.336 -1.134 0.220
H -0.256 3.463 -1.807 0.288
H -0.702 3.490 1.298 0.378
```



[2]
Below is an isolated molecule of C12H15N3OS2, with properties calculated with ωB97M-V/def2-TZVPD.

**Frontier orbital gap**: 8.0 eV
**Energy relative to the best compared isomer or geometry (same formula, charge and spin)**: 40.50 kcal/mol

```
33
Properties=species:S:1:pos:R:3:mulliken_charge:R:1
S -1.679 1.198 1.852 -0.206
S -3.679 2.681 0.217 -0.395
O 0.169 0.844 -0.665 -0.669
N 5.160 0.510 0.914 -0.641
N 0.360 0.236 0.419 0.787
N -2.664 0.285 -0.346 0.187
C 5.323 1.226 -0.190 -0.250
C 2.983 1.245 -0.650 -0.289
C -1.900 -0.851 0.157 0.580
C -1.250 -1.654 -0.969 -1.812
C 2.791 0.488 0.513 0.658
C 4.268 1.618 -1.000 -0.476
C 3.940 0.158 1.252 -0.364
C -2.740 1.367 0.436 0.521
C 1.514 0.040 0.995 -0.222
C -0.846 -0.251 1.106 -0.632
C -3.398 0.196 -1.579 -0.957
C -2.834 -1.753 0.979 -1.618
H -0.566 -2.385 -0.543 0.429
H 4.446 2.204 -1.888 0.389
H -2.006 -2.184 -1.540 0.404
H -3.239 -1.208 1.829 0.389
H 6.345 1.491 -0.426 0.368
H -0.568 -0.946 1.897 0.488
H -2.299 -2.626 1.341 0.428
H -2.716 0.199 -2.430 0.293
H -4.051 1.065 -1.646 0.358
H 3.856 -0.421 2.164 0.335
H 2.135 1.531 -1.253 0.526
H -3.662 -2.089 0.361 0.376
H -4.005 -0.710 -1.598 0.276
H -0.695 -0.999 -1.635 0.474
H 1.505 -0.503 1.928 0.264
```



[3]
Below is a cluster of 2 separate species, C12H15NO2 in total, with properties calculated with ωB97M-V/def2-TZVPD.

**Frontier orbital gap**: 8.1 eV
**Structure (SMILES)**: C[C@@H]1[C@@H](O)[C@]12C=CON2.c1ccccc1
**Energy relative to the best compared isomer or geometry (same formula, charge and spin)**: 119.92 kcal/mol

```
30
Properties=species:S:1:pos:R:3:mulliken_charge:R:1
O 0.211 1.134 2.082 -0.340
O 3.585 2.562 0.167 -0.540
N 0.678 1.754 0.969 -0.212
C -3.203 0.156 0.565 -0.223
C 1.965 1.071 -1.149 -0.245
C -1.693 -1.219 -0.709 0.177
C -3.531 -2.178 0.249 -0.680
C -3.941 -0.988 0.847 -0.210
C -2.335 -2.354 -0.399 -0.420
C -2.150 0.078 -0.271 -0.347
C 0.651 -0.188 2.061 -0.643
C 1.423 -0.393 0.990 -0.437
C 3.088 1.306 -0.163 -0.843
C 2.162 -0.155 -2.103 -1.179
C 1.658 0.881 0.302 1.573
H 0.024 -0.778 2.609 0.445
H 1.537 1.942 -1.642 0.434
H 3.092 -0.602 -1.715 0.291
H -2.131 -3.408 -0.648 0.350
H -1.505 0.987 -0.424 0.287
H 2.189 0.253 -3.117 0.335
H 1.780 -1.424 0.640 0.273
H 3.826 0.503 -0.105 0.337
H 3.273 3.163 -0.493 0.336
H 1.301 -0.759 -2.032 0.220
H -4.788 -0.801 1.556 0.314
H -3.505 1.046 1.177 0.288
H 0.826 2.708 1.287 0.224
H -3.793 -3.090 0.674 0.304
H -0.694 -1.210 -1.204 0.130
```



[4]
Below is a structure of composition C12H16BCrN5O, with properties calculated with ωB97M-V/def2-TZVPD.

**Frontier orbital gap (spin up / spin down)**: 4.7 / 8.0 eV
**Multiplicity**: 6
**Net charge**: -1
**Energy relative to the best compared isomer or geometry (same formula, charge and spin)**: 0.00 kcal/mol

```
36
Properties=species:S:1:pos:R:3:mulliken_charge:R:1
Cr 0.334 0.692 -0.046 0.580
O -1.635 0.519 -0.190 -0.757
N 0.020 -0.133 1.944 0.083
N 2.971 0.329 1.555 -0.227
N 0.928 -0.133 2.936 -0.278
N -2.314 0.747 -1.341 0.416
N 2.411 0.471 0.340 -0.002
C 4.234 -0.093 1.425 -0.125
C -3.303 -0.105 -3.327 -0.668
C -2.498 -0.278 -2.244 -0.260
C -3.984 1.118 -3.548 -0.387
C -1.035 -0.822 2.375 -0.364
C -2.983 1.941 -1.505 -0.279
C -0.816 -1.273 3.678 -0.952
C -3.792 2.135 -2.581 -0.612
C 3.336 0.138 -0.560 -0.122
C 4.520 -0.232 0.078 -1.027
C 0.451 -0.808 3.989 -0.084
C 0.674 1.469 -1.990 -1.362
B 2.214 0.732 2.848 0.585
H -3.401 -0.930 -4.021 0.339
H 3.091 0.188 -1.609 0.430
H -1.881 -0.938 1.717 0.435
H 4.840 -0.254 2.301 0.402
H -1.942 -1.177 -2.028 0.382
H 0.702 0.672 -2.749 0.307
H 1.610 2.036 -2.093 0.336
H 1.899 1.899 2.773 -0.204
H 2.918 0.485 3.799 -0.183
H 1.045 -0.904 4.882 0.415
H 5.444 -0.550 -0.372 0.363
H -0.143 2.136 -2.288 0.352
H -2.789 2.674 -0.737 0.383
H -1.474 -1.855 4.299 0.372
H -4.623 1.264 -4.406 0.365
H -4.283 3.095 -2.679 0.347
```



[5]
Below is a structure of composition C12H16BeCl5P2, with properties calculated with ωB97M-V/def2-TZVPD.

**Frontier orbital gap**: 7.8 eV
**Net charge**: +1

```
36
Properties=species:S:1:pos:R:3:mulliken_charge:R:1
Cl -0.414 -5.782 0.009 -0.152
Cl 1.130 -3.124 -0.318 -0.242
Cl -4.940 -3.003 0.988 -0.155
Cl -3.302 -0.237 0.579 -0.244
Cl -3.583 -5.654 0.367 -0.150
P -0.736 1.874 -0.093 0.702
P 1.906 0.145 -0.103 0.794
C -2.505 -1.786 0.472 1.194
C -3.273 -2.950 0.567 -0.328
C 0.898 2.549 -0.603 -1.098
C -1.257 -4.256 0.130 -0.463
C 2.034 1.944 0.198 -0.998
C 2.506 -0.100 -1.819 -1.197
C -1.965 2.651 -1.088 -1.095
C -0.550 -3.059 0.056 0.973
C -1.132 -1.772 0.286 -0.874
C -2.638 -4.196 0.385 0.511
C 3.258 -0.540 0.900 -1.178
C -0.873 2.676 1.524 -1.245
Be -0.191 -0.325 0.097 -0.196
H -2.113 2.267 -2.106 0.368
H 1.019 2.328 -1.677 0.404
H 3.347 -1.593 0.779 0.393
H 2.621 -1.176 -2.060 0.383
H 1.912 2.202 1.234 0.445
H -0.444 3.655 1.378 0.411
H -0.297 2.059 2.224 0.353
H 4.142 -0.039 0.509 0.403
H 1.733 0.296 -2.523 0.346
H -1.976 3.731 -1.037 0.403
H 2.968 2.398 -0.110 0.505
H 0.923 3.672 -0.491 0.489
H -1.879 2.752 1.952 0.374
H 3.420 0.472 -1.922 0.418
H -2.853 2.226 -0.629 0.360
H 3.103 -0.303 1.944 0.386
```



[6]
Below is a cluster of 2 separate species, C12H16Cl2O5 in total, with properties calculated with ωB97M-V/def2-TZVPD.

**Frontier orbital gap**: 9.2 eV
**Structure (SMILES)**: CC(=O)OCCCCC1=CC(=O)OC1=O.ClCCCl

```
35
Properties=species:S:1:pos:R:3:mulliken_charge:R:1
Cl -2.752 -5.770 -3.176 -0.195
Cl -1.126 -4.693 -0.381 -0.196
O -2.327 0.789 -0.763 -0.284
O 4.088 -1.213 1.183 -0.566
O -2.508 -1.034 0.564 -0.536
O -1.040 2.298 -1.837 -0.504
O 3.264 0.659 0.320 -0.300
C 1.938 2.479 -0.570 -0.890
C -0.836 1.974 0.585 0.729
C 1.521 3.068 0.780 -0.568
C 2.200 0.976 -0.584 -0.277
C 3.151 -0.475 1.068 0.599
C -2.161 -3.719 -1.460 -0.192
C 1.844 -0.707 1.792 -0.705
C -1.320 0.955 1.308 -0.441
C -2.119 0.082 0.413 0.294
C -1.362 1.791 -0.811 0.363
C 0.003 3.105 1.104 -0.953
C -3.303 -4.519 -2.029 -0.432
H -1.177 0.787 2.369 0.529
H 2.895 2.938 -0.844 0.461
H -0.430 4.051 0.765 0.422
H -0.113 3.074 2.193 0.294
H 2.534 0.702 -1.589 0.344
H -1.529 -3.317 -2.248 0.316
H 2.056 2.572 1.595 0.360
H -3.866 -5.016 -1.243 0.325
H 1.349 0.239 2.015 0.126
H 1.866 4.106 0.801 0.335
H -2.551 -2.896 -0.866 0.090
H 2.060 -1.260 2.704 0.374
H 1.303 0.387 -0.370 0.165
H 1.181 -1.294 1.150 0.253
H -3.970 -3.856 -2.577 0.306
H 1.234 2.736 -1.360 0.355
```



[7]
Below is a structure of composition C12H16Cl6HfO3, with properties calculated with ωB97M-V/def2-TZVPD.

**Frontier orbital gap (spin up / spin down)**: 2.7 / 2.7 eV
**Net charge**: -2

```
38
Properties=species:S:1:pos:R:3:mulliken_charge:R:1
Hf -1.241 -1.135 2.256 0.946
Cl -2.498 -2.835 1.107 -0.523
Cl 0.265 -2.237 6.507 -0.143
Cl -0.261 0.576 6.954 -0.134
Cl 0.879 -1.319 1.208 -0.300
Cl -2.885 0.455 2.723 -0.387
Cl 2.438 -0.350 6.387 -0.133
O 0.063 2.520 0.849 -0.903
O -0.507 -1.258 4.234 -0.309
O 0.858 0.548 3.867 -0.432
C -0.841 1.028 -1.861 0.211
C 0.531 -2.405 -2.377 -1.624
C -2.268 -1.033 -2.462 -1.208
C 0.722 -0.580 6.050 0.632
C -1.922 1.979 -1.693 -1.596
C -1.017 -0.364 -2.175 0.524
C 0.433 -0.354 4.641 0.414
C 1.275 0.025 -1.882 0.267
C 0.282 -0.997 -2.157 0.692
C 0.583 1.275 -1.698 0.525
C 1.208 2.542 -1.390 -1.342
C 2.701 -0.204 -1.767 -1.452
H -2.825 1.499 -1.288 0.294
H 3.163 -0.346 -2.758 0.196
H 2.926 -1.105 -1.173 0.252
H -1.643 2.751 -0.967 0.433
H 1.531 -2.694 -2.027 0.353
H 3.190 0.654 -1.290 0.393
H -3.073 -0.304 -2.629 0.430
H 1.357 3.134 -2.312 0.152
H 0.598 3.098 -0.663 0.402
H 0.487 1.664 1.677 0.052
H -2.590 -1.702 -1.643 0.019
H 0.476 -2.668 -3.447 0.264
H -2.191 2.450 -2.653 0.162
H 2.191 2.390 -0.920 0.302
H -0.208 -3.039 -1.859 0.256
H -2.188 -1.654 -3.367 0.317
```